ORCA calculation (the ωB97M-V functional and the def2-TZVPD basis) on a single C7H6F3N3O2 molecule.

```
! wB97M-V def2-TZVPD RIJCOSX def2/J DEFGRID3
* xyz 0 1
C 0.14819 1.09311 -0.02826
C 0.63789 2.01439 -0.85315
C 0.78300 -0.22999 0.33363
C 3.13925 -0.79439 0.76970
C 2.73815 1.16537 -1.60928
C -0.93724 -1.45396 -1.19364
C 0.54292 -1.30950 -0.77515
N 2.21706 -0.09328 0.47535
N 1.80673 1.91895 -1.54212
N 0.15655 -0.69653 1.53526
O 4.12232 -1.30989 1.07415
O 3.72914 0.64744 -1.89577
F -1.80451 -0.89911 -0.30316
F 1.26770 -1.05066 -1.89004
F 1.01113 -2.50642 -0.32214
H -0.79234 1.27063 0.46328
H 0.11668 2.94255 -1.04679
H -1.08085 -0.94151 -2.14929
H -1.19330 -2.51451 -1.27485
H 0.23509 -0.00427 2.26815
H 0.52757 -1.58136 1.85602
*
```

Summary:
HOMO level = -9.502 eV
Gap between HOMO and LUMO = 10.1 eV
SMILES = N[C@@](/C=C\N=C=O)(N=C=O)C(F)(F)CF
Max |F| = 1.342 eV Å⁻¹

Formally, the Mulliken partial charges of the atoms, in units of the elementary charge, are as follows:
1. C -1.051
2. C -0.272
3. C 1.061
4. C 0.605
5. C 0.759
6. C -0.639
7. C 0.900
8. N -0.507
9. N -0.456
10. N -0.646
11. O -0.452
12. O -0.439
13. F -0.264
14. F -0.333
15. F -0.338
16. H 0.441
17. H 0.452
18. H 0.284
19. H 0.329
20. H 0.280
21. H 0.289